Molecular formula: C3H4S2
Method: DFT, ωB97M-V/def2-TZVPD

XYZ file:
```
9
Properties=species:S:1:pos:R:3:lowdin_charge:R:1
S 1.17480 1.46104 -0.08569 0.751
S -2.78669 0.32373 -0.17967 0.601
C 1.57205 -0.93315 1.40594 -0.072
C -1.97238 1.08877 -1.33193 -0.624
C 1.36098 0.14752 0.72965 -0.759
H 2.31885 -0.95968 2.18274 0.064
H -2.24770 2.08350 -1.65783 -0.001
H 1.01806 -1.83820 1.23335 0.063
H -1.11915 0.63283 -1.81737 -0.024
```

Calculated values
Frontier orbital gap (eV): 8.22
Calculated total energy (a.u.): -912.98705
LUMO level (eV): -0.538
HOMO energy (eV): -8.8
ΔE to the lowest compared entry with this formula, charge and spin (eV): 1.998
Max |F| (eV/Å): 0.7
2S+1: 1

=====

Molecular formula: C3H4S2
Method: DFT, ωB97M-V/def2-TZVPD

XYZ file:
```
9
Properties=species:S:1:pos:R:3:lowdin_charge:R:1
S 1.31519 -1.78812 -0.16616 0.612
S -3.19663 -0.65994 -0.06301 0.708
C 0.81456 -0.03937 -0.11230 -0.634
C -1.57653 -0.46669 0.38412 -0.659
C -0.59467 -0.11759 -0.46449 -0.237
H 1.37405 0.42159 -0.79053 0.007
H -1.14951 -0.70955 1.29830 0.043
H 1.15723 0.16239 0.93606 0.085
H -1.04694 0.09738 -1.36588 0.075
```

Calculated values
Frontier orbital gap (spin up / spin down) (eV): 5.57 / 5.56
Calculated total energy (a.u.): -912.93325
LUMO level (spin up / spin down) (eV): -3.212 / -3.210
HOMO energy (spin up / spin down) (eV): -8.8 / -8.8
ΔE to the lowest compared entry with this formula, charge and spin (eV): 3.462
Max |F| (eV/Å): 4.2
2S+1: 1

=====

Molecular formula: C3H4S2
Method: DFT, ωB97M-V/def2-TZVPD

XYZ file:
```
9
Properties=species:S:1:pos:R:3:lowdin_charge:R:1
S -1.06302 -1.56893 -0.05962 0.790
S 2.81008 0.12773 0.07878 0.681
C -1.20012 0.24952 -0.03022 -0.449
C 1.31153 0.15282 -0.43494 -0.684
C 0.02683 -0.24360 0.61872 -0.572
H 0.98917 0.33532 -1.53643 0.082
H -1.09571 0.79625 -0.92358 0.058
H 0.20916 -0.10903 1.61153 0.054
H -1.98791 0.25991 0.67577 0.040
```

Calculated values
Frontier orbital gap (eV): 8.37
Calculated total energy (a.u.): -912.99359
LUMO level (eV): -0.374
HOMO energy (eV): -8.7
ΔE to the lowest compared entry with this formula, charge and spin (eV): 1.820
Max |F| (eV/Å): 6.4
2S+1: 1

=====

The lowest ΔE to the lowest compared entry with this formula, charge and spin belongs to which entry? number 3

=====

What is the formula in the first record? C3H4S2